Entry 1:
The following is a quantum chemistry calculation of a molecular structure, C21H18NO7PSc at a distorted geometry, from the OMol25 dataset.

Last column: Mulliken charge in e.
Positions of all 49 atoms, in Å:
Sc -0.33 0.73 0.30  0.842
O 3.36 -0.92 0.61  -0.539
C 2.33 -0.46 0.98  0.312
O 1.31 -0.10 0.15  -0.364
C 1.99 -0.22 2.45  -0.699
P 0.17 -0.22 2.69  0.931
C -0.16 0.15 4.42  0.572
C -0.45 1.47 4.77  -0.503
C -0.66 1.79 6.11  -0.684
C -0.60 0.79 7.07  -0.465
C -0.32 -0.52 6.71  -0.661
C -0.10 -0.85 5.39  -0.237
C -0.37 -1.93 2.42  0.559
C -1.73 -2.20 2.60  -0.645
C -2.24 -3.46 2.36  -0.804
C -1.39 -4.47 1.92  -0.486
C -0.04 -4.22 1.74  -0.769
C 0.48 -2.95 1.98  -0.377
H 2.35 0.78 2.71  0.443
H 2.52 -0.94 3.08  0.474
H -0.50 2.24 4.02  0.396
H -0.88 2.81 6.39  0.414
H -0.78 1.04 8.11  0.403
H -0.28 -1.29 7.47  0.412
H 0.11 -1.87 5.11  0.424
H -2.38 -1.42 2.99  0.679
H -3.29 -3.67 2.53  0.450
H -1.78 -5.46 1.73  0.418
H 0.62 -5.01 1.41  0.445
H 1.54 -2.78 1.84  0.333
O -2.36 -0.13 -0.05  -0.476
H -2.93 0.04 -0.81  0.308
H -2.85 -0.69 0.57  0.296
O -0.04 4.54 -0.91  -0.498
C -0.40 3.41 -1.01  0.362
O -0.47 2.53 0.01  -0.651
C -0.87 2.80 -2.30  0.441
C -0.76 1.44 -2.59  -0.585
C -1.23 0.91 -3.78  -0.903
C -1.84 1.75 -4.70  -0.401
C -1.94 3.09 -4.40  -0.059
C -1.45 3.64 -3.24  -0.487
N -2.59 3.99 -5.39  0.998
O -3.13 3.47 -6.34  -0.582
O -2.67 5.17 -5.10  -0.570
H -0.20 0.77 -1.95  0.956
H -1.10 -0.14 -4.00  0.479
H -2.23 1.37 -5.63  0.510
H -1.53 4.70 -3.05  0.586

As for the energy above the lowest of the compared OMol25 structures with the same formula, charge and spin: 44.8 kcal per mole. The total energy comes out at -2494.4017 Eh. The HOMO energy comes out at -0.458 Eh. As for the spin multiplicity: 1. The LUMO energy is -3.6 eV. Its net charge is +1.



Entry 2:
The following is a quantum chemistry calculation of a single C3H5N3O molecule at a distorted geometry, from the OMol25 dataset.

Last column: Mulliken charge in e.
Positions of all 12 atoms, in Å:
C 1.26 0.95 0.19  -0.664
N 0.14 0.04 0.03  0.656
N 0.17 -1.28 0.32  -0.792
C -1.06 -1.73 -0.03  -0.236
C -1.80 -0.69 -0.57  -0.239
N -1.01 0.40 -0.51  0.314
O -1.28 1.75 -0.86  -0.698
H 1.94 0.24 0.53  0.347
H 1.52 1.38 -0.67  0.298
H 0.99 1.74 0.95  0.245
H -1.46 -2.77 -0.12  0.328
H -2.80 -0.73 -0.83  0.441

As for the energy above the lowest of the compared OMol25 structures with the same formula, charge and spin: 110.0 kcal per mole. The total energy comes out at -356.6821 Eh. The HOMO energy (spin up / spin down) comes out at -0.327 / -0.327 Eh. The structure (SMILES) is Cn1ncc[n+]1[O-]. As for the spin multiplicity: 1. The LUMO energy (spin up / spin down) is 1.0 / 1.0 eV.



Entry 3:
The following is a quantum chemistry calculation of a molecular structure, C11H26LaN2O2P2S at a distorted geometry, from the OMol25 dataset.

Last column: Mulliken charge in e.
Positions of all 45 atoms, in Å:
La -1.16 -0.80 0.16  1.590
P 0.00 -2.27 -2.25  -0.172
P -3.59 -0.02 2.14  -0.196
N 1.13 0.08 -0.53  0.295
N -0.42 1.07 1.54  0.154
H 2.56 1.58 -0.02  0.421
H 1.38 1.90 2.30  0.582
H 2.41 0.22 1.14  0.316
C 1.84 0.90 0.48  -0.934
H 0.75 2.70 0.84  0.396
C 0.88 1.72 1.33  -0.813
H 2.21 0.88 -2.12  0.355
H -0.83 2.46 3.05  0.363
C 1.50 0.11 -1.77  -0.196
C -1.22 1.59 2.47  0.038
H 2.03 -1.34 -3.25  0.547
C 1.11 -0.86 -2.86  -0.893
H 0.62 -0.32 -3.68  0.338
H -3.45 0.39 0.75  0.149
H -2.70 -1.17 2.20  0.072
H -0.97 -2.07 -3.29  0.143
H 0.68 -3.27 -2.99  0.164
O -1.85 0.54 -1.47  -0.744
C -1.37 1.81 -1.83  1.400
C -1.32 1.99 -3.33  -1.384
C -2.18 2.90 -1.13  -1.387
H -0.31 1.86 -1.48  -0.270
H -0.51 1.39 -3.76  0.195
H -2.26 1.69 -3.80  0.342
H -1.12 3.04 -3.58  0.379
H -2.11 2.82 -0.03  0.226
H -1.83 3.90 -1.41  0.390
H -3.24 2.80 -1.40  0.366
C -2.50 1.18 2.86  -0.601
H -2.88 1.72 3.74  0.407
C 1.55 -3.37 3.42  -1.054
S 1.57 -2.14 2.13  0.502
C 2.56 -3.01 0.90  -0.821
O 0.13 -2.24 1.55  -0.740
H 2.53 -3.39 3.91  0.429
H 1.31 -4.35 2.98  0.359
H 0.78 -3.07 4.14  0.378
H 2.20 -4.04 0.84  0.378
H 2.45 -2.51 -0.07  0.089
H 3.61 -2.99 1.22  0.444

As for the energy above the lowest of the compared OMol25 structures with the same formula, charge and spin: 0.0 kcal per mole. The total energy comes out at -1806.6327 Eh. The HOMO energy (spin up / spin down) comes out at -0.557 / -0.557 Eh. As for the spin multiplicity: 2. The LUMO energy (spin up / spin down) is -6.2 / -8.7 eV. Its net charge is +2.



Entry 4:
The following is a quantum chemistry calculation of a gas-phase ion, C7H15N2 (charge +1) at a distorted geometry, from the OMol25 dataset.

Last column: Mulliken charge in e.
Positions of all 24 atoms, in Å:
C 2.56 1.91 0.39  -1.287
C 1.44 1.13 -0.24  -0.191
C 0.11 1.15 0.13  -0.201
N -0.80 0.13 -0.04  0.054
C -2.12 0.21 0.59  -0.604
C -3.17 -0.71 -0.12  -0.860
C -0.31 -1.15 -0.37  -0.281
C 1.07 -1.27 0.29  -0.547
N 2.15 -2.03 0.03  -0.237
H 3.56 1.67 -0.07  0.317
H 2.51 1.93 1.52  0.295
H 2.43 2.97 0.25  0.390
H 1.75 0.45 -1.05  0.448
H -0.17 1.92 0.85  0.366
H -1.99 0.06 1.65  0.383
H -2.35 1.32 0.40  0.369
H -4.00 -0.66 0.64  0.343
H -3.53 -0.24 -1.09  0.274
H -2.69 -1.72 -0.36  0.313
H -0.41 -1.36 -1.41  0.308
H -0.93 -1.86 0.12  0.520
H 1.03 -1.06 1.34  0.342
H 2.36 -2.46 -0.79  0.213
H 2.79 -2.02 0.78  0.273

As for the energy above the lowest of the compared OMol25 structures with the same formula, charge and spin: 68.6 kcal per mole. The total energy comes out at -384.8875 Eh. The HOMO energy (spin up / spin down) comes out at -0.432 / -0.432 Eh. The structure (SMILES) is C/C=C/N(CC)CC=[NH2+]. As for the spin multiplicity: 1. The LUMO energy (spin up / spin down) is -4.5 / -4.5 eV. Its net charge is +1.



Entry 5:
The following is a quantum chemistry calculation of a molecular structure, C4H10NP at a distorted geometry, from the OMol25 dataset.

Last column: Mulliken charge in e.
Positions of all 16 atoms, in Å:
C -2.44 0.69 -0.64  -0.258
C 1.49 1.39 -0.48  -0.870
C 0.77 -0.29 1.69  -1.102
C 0.47 -1.41 -0.77  -1.164
N -1.95 -0.26 -0.03  -0.530
P 0.36 0.24 0.02  0.741
H -3.49 0.57 -0.98  0.251
H -2.10 1.74 -0.83  0.221
H 1.52 1.79 -1.50  0.262
H 1.59 2.11 0.30  0.268
H 1.62 -0.95 1.87  0.380
H 0.78 0.57 2.28  0.373
H -0.04 -1.06 1.95  0.304
H -0.20 -1.40 -1.55  0.444
H 1.54 -1.57 -1.19  0.316
H 0.08 -2.17 -0.15  0.367

As for the energy above the lowest of the compared OMol25 structures with the same formula, charge and spin: 74.3 kcal per mole. The total energy comes out at -554.3663 Eh. The HOMO energy comes out at -0.279 Eh. As for the spin multiplicity: 1. The LUMO energy is 0.1 eV.



Entry 6:
The following is a quantum chemistry calculation of a molecular structure, C35H38N2O2P2PtS2 at a distorted geometry, from the OMol25 dataset.

Last column: Mulliken charge in e.
Positions of all 82 atoms, in Å:
Pt -0.33 0.37 -0.52  1.714
C 3.97 0.05 0.60  -1.003
C 4.49 1.20 0.05  -0.946
C 3.62 2.10 -0.56  -0.693
C 2.27 1.81 -0.59  0.632
N 1.78 0.70 -0.06  0.025
C 2.61 -0.17 0.53  -0.296
C 1.24 2.75 -1.16  0.909
C 1.57 3.93 -1.79  -0.936
C 0.56 4.80 -2.18  -0.644
C -0.75 4.47 -1.90  -1.176
C -1.01 3.25 -1.29  0.023
N -0.03 2.40 -0.97  0.493
H 4.61 -0.68 1.10  0.595
H 5.55 1.41 0.10  0.498
H 4.00 3.02 -0.98  0.457
H 2.15 -1.06 0.94  0.304
H 2.61 4.18 -1.98  0.464
H 0.80 5.72 -2.70  0.454
H -1.57 5.13 -2.15  0.456
H -2.01 2.94 -1.05  0.664
C -4.10 3.56 5.45  -1.116
C -3.64 4.30 4.20  -0.161
O -2.22 4.17 3.94  -0.292
P -1.50 2.72 3.94  0.161
S -2.17 2.08 1.93  -0.038
S -1.26 0.28 1.82  -0.304
O -0.02 3.33 3.67  -0.168
C 1.16 2.52 3.82  0.186
C 2.32 3.34 3.33  -1.136
H -5.13 3.84 5.68  0.400
H -3.47 3.82 6.30  0.315
H -4.06 2.48 5.31  0.316
H -3.80 5.37 4.31  0.299
H -4.18 3.95 3.32  0.245
H 1.05 1.60 3.24  -0.059
H 1.29 2.25 4.87  0.350
H 2.24 3.51 2.26  0.129
H 3.26 2.81 3.53  0.376
H 2.35 4.30 3.84  0.382
C 2.25 -1.14 -2.76  -1.471
C 2.25 -2.47 -2.06  1.389
C 3.34 -3.32 -2.24  -0.892
C 3.37 -4.59 -1.68  -0.836
C 2.30 -5.04 -0.92  -0.872
C 1.21 -4.21 -0.72  -1.622
C 1.17 -2.93 -1.28  1.221
P -0.29 -1.90 -1.02  0.658
C -1.46 -2.83 0.01  0.882
C -2.69 -3.17 -0.53  -1.345
C -3.65 -3.83 0.25  -0.913
C -3.36 -4.14 1.56  -0.881
C -2.13 -3.78 2.11  -1.088
C -1.17 -3.11 1.36  0.796
C 0.13 -2.71 2.02  -0.281
C -1.02 -1.81 -2.68  0.335
C -0.81 -2.72 -3.70  -0.687
C -1.19 -2.39 -5.00  -0.797
C -1.72 -1.14 -5.24  -0.717
C -1.95 -0.24 -4.20  -0.995
C -1.65 -0.60 -2.90  0.565
C -2.02 0.23 -1.70  -1.192
H 3.27 -0.76 -2.87  0.492
H 1.65 -0.39 -2.25  0.018
H 1.83 -1.25 -3.77  0.353
H 4.17 -2.98 -2.84  0.499
H 4.23 -5.23 -1.83  0.426
H 2.31 -6.03 -0.49  0.485
H 0.36 -4.57 -0.15  0.628
H -2.91 -2.94 -1.56  0.403
H -4.61 -4.08 -0.18  0.485
H -4.09 -4.65 2.17  0.407
H -1.92 -4.01 3.15  0.460
H 0.09 -2.89 3.09  0.483
H 0.31 -1.64 1.88  -0.469
H 0.98 -3.25 1.61  0.260
H -0.33 -3.67 -3.49  0.543
H -1.04 -3.10 -5.80  0.453
H -1.98 -0.85 -6.26  0.433
H -2.40 0.72 -4.39  0.471
H -2.60 -0.32 -0.97  0.320
H -2.48 1.18 -1.93  0.715

As for the energy above the lowest of the compared OMol25 structures with the same formula, charge and spin: 33.3 kcal per mole. The total energy comes out at -3214.8007 Eh. The HOMO energy (spin up / spin down) comes out at -0.356 / -0.357 Eh. As for the spin multiplicity: 2. The LUMO energy (spin up / spin down) is -3.2 / -4.0 eV. Its net charge is +1.



Q: Which of these has the lowest energy above the lowest of the compared OMol25 structures with the same formula, charge and spin?
A: C11H26LaN2O2P2S



Q: What is the formula in the first record?
A: C21H18NO7PSc



Copy entry 4 word for word.
The following is a quantum chemistry calculation of a gas-phase ion, C7H15N2 (charge +1) at a distorted geometry, from the OMol25 dataset.

Last column: Mulliken charge in e.
Positions of all 24 atoms, in Å:
C 2.56 1.91 0.39  -1.287
C 1.44 1.13 -0.24  -0.191
C 0.11 1.15 0.13  -0.201
N -0.80 0.13 -0.04  0.054
C -2.12 0.21 0.59  -0.604
C -3.17 -0.71 -0.12  -0.860
C -0.31 -1.15 -0.37  -0.281
C 1.07 -1.27 0.29  -0.547
N 2.15 -2.03 0.03  -0.237
H 3.56 1.67 -0.07  0.317
H 2.51 1.93 1.52  0.295
H 2.43 2.97 0.25  0.390
H 1.75 0.45 -1.05  0.448
H -0.17 1.92 0.85  0.366
H -1.99 0.06 1.65  0.383
H -2.35 1.32 0.40  0.369
H -4.00 -0.66 0.64  0.343
H -3.53 -0.24 -1.09  0.274
H -2.69 -1.72 -0.36  0.313
H -0.41 -1.36 -1.41  0.308
H -0.93 -1.86 0.12  0.520
H 1.03 -1.06 1.34  0.342
H 2.36 -2.46 -0.79  0.213
H 2.79 -2.02 0.78  0.273

As for the energy above the lowest of the compared OMol25 structures with the same formula, charge and spin: 68.6 kcal per mole. The total energy comes out at -384.8875 Eh. The HOMO energy (spin up / spin down) comes out at -0.432 / -0.432 Eh. The structure (SMILES) is C/C=C/N(CC)CC=[NH2+]. As for the spin multiplicity: 1. The LUMO energy (spin up / spin down) is -4.5 / -4.5 eV. Its net charge is +1.